(1)
{"formula": "C36H38Ge2NPtS2Te", "method": "ωB97M-V with the def2-TZVPD basis set", "elements": ["Pt", "C", "C", "C", "C", "C", "C", "C", "C", "S", "C", "N", "C", "C", "C", "C", "C", "C", "C", "C", "H", "H", "H", "H", "H", "H", "H", "H", "H", "H", "H", "H", "H", "H", "H", "H", "C", "Ge", "C", "C", "Ge", "C", "C", "C", "C", "C", "C", "C", "C", "C", "C", "C", "C", "H", "H", "H", "H", "H", "H", "H", "H", "H", "H", "H", "H", "H", "H", "H", "H", "H", "H", "H", "Te", "C", "C", "C", "C", "S", "H", "H", "H"], "positions_angstrom": [[-0.39508, 0.14563, 0.50286], [5.36749, 0.24323, -4.68038], [3.99052, 0.27384, -4.01474], [3.30895, 1.60150, -4.36415], [3.15489, -0.88392, -4.57824], [4.07572, 0.13840, -2.49017], [5.30897, 0.07221, -1.82086], [5.39533, -0.06709, -0.44755], [4.21647, -0.14889, 0.27699], [3.99186, -0.37896, 1.97776], [2.27685, -0.36182, 1.73833], [1.89539, -0.20276, 0.50788], [2.97663, -0.07626, -0.36179], [2.90675, 0.07514, -1.74206], [1.30272, -0.49109, 2.82465], [1.69930, -0.69258, 4.14634], [0.74562, -0.81207, 5.14097], [-0.60210, -0.72318, 4.80716], [-0.99284, -0.51527, 3.49020], [-0.05061, -0.39248, 2.47226], [5.24283, 0.31573, -5.76244], [5.90151, -0.68619, -4.46761], [5.99129, 1.08263, -4.36293], [3.28667, 1.74840, -5.44740], [3.84227, 2.44304, -3.91257], [2.28174, 1.61849, -4.00043], [3.10886, -0.81831, -5.66857], [2.13090, -0.86375, -4.19867], [3.59662, -1.84715, -4.31045], [6.22996, 0.13174, -2.38354], [6.35936, -0.11472, 0.04406], [1.92650, 0.14450, -2.20543], [2.75403, -0.75995, 4.39585], [1.04716, -0.97231, 6.16863], [-1.35499, -0.81424, 5.58092], [-2.04862, -0.44280, 3.26428], [-3.18239, 3.18146, -2.54501], [-1.25978, 3.49630, -2.32600], [-0.88851, 5.41201, -2.36640], [-0.49685, 2.68382, -3.93160], [-0.46300, 2.49354, -0.23440], [1.44136, 3.00235, -0.07028], [2.21488, 3.18278, -1.22125], [3.59018, 3.38591, -1.14645], [4.21984, 3.41237, 0.09032], [3.46783, 3.23617, 1.24725], [2.09665, 3.02980, 1.16481], [-1.49964, 3.36209, 1.20763], [-2.46990, 4.32644, 0.92669], [-3.22741, 4.90627, 1.93957], [-3.02742, 4.52866, 3.25989], [-2.06902, 3.56843, 3.56049], [-1.31926, 2.98998, 2.54419], [-3.51084, 3.61863, -3.49227], [-3.79228, 3.58769, -1.73817], [-3.34178, 2.10429, -2.58388], [-1.28455, 5.81950, -3.29895], [0.18589, 5.59564, -2.32496], [-1.35895, 5.92176, -1.52589], [-1.09647, 3.01753, -4.78418], [-0.57435, 1.59578, -3.86170], [0.54126, 2.95792, -4.11418], [1.74625, 3.14335, -2.20035], [4.16883, 3.51675, -2.05451], [5.29080, 3.56612, 0.15423], [3.95314, 3.25436, 2.21645], [1.53425, 2.87899, 2.08098], [-2.64527, 4.63639, -0.09580], [-3.97320, 5.65401, 1.69652], [-3.61466, 4.97945, 4.05083], [-1.90968, 3.26332, 4.58816], [-0.60261, 2.21833, 2.79938], [-1.09057, -1.50991, -1.43815], [-2.96538, -0.72784, -0.91128], [-3.98250, -0.21673, -1.65513], [-4.94850, 0.49136, -0.86779], [-4.63546, 0.52304, 0.45347], [-3.19573, -0.36095, 0.76207], [-4.03430, -0.30526, -2.73200], [-5.82895, 0.96596, -1.28219], [-5.17638, 0.99202, 1.26218]], "atomic_forces_ev_per_a": [[0.4, -0.5, -0.1], [0.0, 0.0, 0.0], [0.0, 0.0, 0.1], [0.0, 0.1, 0.0], [0.0, 0.0, 0.0], [0.0, 0.0, 0.0], [0.0, 0.0, 0.0], [0.0, 0.0, 0.0], [0.0, 0.0, 0.0], [0.0, 0.0, 0.1], [0.0, 0.0, 0.2], [0.0, 0.1, -0.1], [-0.2, -0.1, 0.0], [0.0, 0.0, 0.0], [0.1, 0.0, 0.0], [0.1, 0.0, 0.0], [0.0, 0.0, 0.0], [0.0, 0.0, 0.0], [0.0, 0.0, 0.1], [-0.1, 0.0, -0.1], [0.0, 0.0, 0.0], [0.0, 0.0, 0.0], [0.0, 0.0, 0.0], [0.0, 0.0, 0.0], [0.0, -0.1, -0.1], [0.0, 0.0, 0.0], [0.0, 0.0, 0.0], [0.0, 0.0, 0.0], [0.0, 0.0, 0.0], [0.0, 0.0, 0.0], [0.0, 0.0, 0.0], [0.1, 0.0, 0.0], [-0.1, 0.0, 0.0], [0.0, 0.0, 0.0], [0.0, 0.0, 0.0], [0.0, 0.0, 0.0], [0.0, 0.0, 0.0], [-0.2, -0.4, 0.0], [0.1, 0.1, 0.1], [0.0, -0.1, -0.1], [0.1, 0.8, 0.0], [0.1, 0.0, -0.1], [0.0, 0.0, 0.1], [-0.1, 0.1, 0.1], [-0.1, 0.0, -0.1], [-0.1, 0.0, 0.0], [0.0, 0.0, 0.0], [0.0, 0.0, 0.1], [0.0, 0.0, 0.1], [0.1, 0.0, 0.0], [0.0, 0.0, 0.0], [0.0, 0.0, 0.0], [-0.1, 0.1, 0.0], [0.0, 0.0, 0.1], [0.0, 0.0, 0.0], [-0.1, 0.0, 0.0], [0.0, 0.0, 0.0], [0.0, 0.0, 0.0], [0.0, 0.0, 0.0], [0.1, 0.0, 0.0], [0.1, 0.0, 0.0], [0.0, 0.0, 0.0], [0.0, 0.0, 0.0], [0.0, 0.0, 0.1], [0.0, 0.0, 0.0], [0.0, 0.0, 0.0], [0.0, 0.0, 0.0], [0.0, 0.0, 0.0], [0.0, 0.0, 0.0], [0.0, 0.0, 0.0], [0.0, 0.0, 0.0], [0.0, 0.0, 0.0], [0.0, 0.0, 0.2], [-0.1, 0.0, 0.0], [-0.1, 0.1, 0.0], [0.1, -0.1, -0.1], [0.0, 0.0, 0.0], [-0.1, 0.1, 0.0], [0.0, 0.0, 0.0], [0.1, 0.0, 0.0], [0.0, 0.0, -0.1]], "lowdin_spin": [1.181, 0.000, 0.000, 0.000, 0.000, 0.000, 0.000, 0.002, 0.006, 0.014, 0.020, 0.139, 0.011, 0.001, 0.049, 0.003, 0.021, 0.003, 0.055, 0.207, 0.000, 0.000, 0.000, 0.000, 0.000, 0.000, 0.000, 0.000, 0.000, 0.000, 0.000, 0.001, 0.001, 0.001, 0.001, 0.005, 0.004, 0.047, 0.020, 0.001, 0.259, 0.036, 0.015, -0.001, 0.014, -0.001, 0.014, 0.053, 0.014, 0.001, 0.009, 0.000, 0.018, 0.001, 0.000, 0.000, 0.003, 0.000, 0.000, 0.000, 0.000, 0.000, 0.000, 0.000, 0.001, 0.000, 0.001, 0.001, 0.000, 0.001, 0.000, 0.007, 0.534, 0.074, 0.012, 0.031, 0.015, 0.093, 0.001, 0.002, 0.000], "total_energy_ev": -184680.4151, "e_lumo_ha": [-0.0024, -0.0649], "gap_ha": [0.237, 0.215], "multiplicity": 4}

***

(2)
{"formula": "C3H7NSSi", "method": "ωB97M-V with the def2-TZVPD basis set", "elements": ["C", "C", "C", "N", "Si", "S", "H", "H", "H", "H", "H", "H", "H"], "positions_angstrom": [[0.27639, 0.19914, 0.45487], [0.31682, -1.10861, -1.45725], [-1.22914, -1.07784, -1.05819], [0.92991, -0.05949, -0.55650], [0.74120, 1.74638, 1.84359], [-1.24602, -0.65897, 0.69597], [0.62857, -2.06747, -1.06836], [0.36951, -1.19642, -2.50292], [-1.55839, -0.17620, -1.68234], [-1.63281, -2.07481, -1.23756], [1.15642, 1.31146, 3.23974], [-0.49582, 2.52244, 2.06843], [1.74338, 2.64038, 1.26053]], "atomic_forces_ev_per_a": [[-0.3, 1.9, 3.1], [-2.3, -0.5, 4.3], [1.6, 1.3, -1.4], [1.7, -0.3, -3.4], [-0.5, -1.5, -0.6], [-0.6, -0.2, -0.2], [0.8, -0.4, 0.2], [0.8, 1.1, -1.4], [-0.7, -1.6, 0.9], [-0.5, 0.5, -0.2], [-0.1, -0.1, -0.8], [-0.1, -0.1, -0.2], [0.2, -0.1, -0.1]], "lowdin_charge": [-0.787, -0.224, -0.479, -0.055, 0.686, 0.814, 0.093, 0.085, 0.097, 0.066, -0.091, -0.102, -0.104], "total_energy_ev": -23425.4761, "e_lumo_ha": 0.0315, "gap_ha": 0.357, "smiles": "[SiH3]C1=NCCS1", "multiplicity": 1}

***

How do the records compare in relative energy (zero: lowest compared OMol25 entry of this formula, charge and spin)? In the order shown, they have 2.58 14.46 kcal/mol.